*1*
ORCA calculation (wB97M-V/def2-TZVPD) on C22H27N3O6S in the gas phase.

```
! RIJCOSX wB97M-V def2-TZVPD def2/J DEFGRID3
* xyz 0 1
S -2.605 6.429 -0.152
O -0.901 -2.596 0.285
O 0.746 -2.050 2.539
O 3.428 -3.080 1.807
O 0.170 -5.525 0.805
O 3.576 -5.215 -0.455
O -2.253 3.502 -3.792
N -1.773 3.833 0.900
N -2.799 5.951 -2.674
N -1.331 2.032 -0.660
C -3.172 7.247 -2.513
C -2.058 4.035 -1.460
C 4.245 -3.100 0.660
C -1.095 -4.961 0.581
C -1.556 1.841 -2.079
C -1.296 -3.585 1.226
C -3.129 7.679 -1.222
C 3.156 -1.789 2.296
C -3.578 8.048 -3.702
C -0.798 1.028 0.146
C 0.270 -1.015 1.767
C 4.564 -4.553 0.289
C 1.247 -4.802 0.237
C -1.691 3.313 -0.249
C 2.469 -5.724 0.259
C -2.475 5.395 -1.540
C -0.591 -1.331 0.698
C -1.110 -0.309 -0.084
C 0.583 0.320 1.985
C -1.978 3.205 -2.528
C 1.956 -1.890 3.241
C 0.073 1.329 1.189
H -3.375 8.651 -0.846
H 2.053 -2.804 3.830
H 1.924 -1.029 3.917
H -4.421 7.573 -4.201
H -1.548 3.229 1.683
H -2.351 1.113 -2.280
H -3.860 9.053 -3.401
H -1.289 -4.862 -0.498
H 1.015 -4.525 -0.801
H -2.361 -3.438 1.459
H -0.717 -3.523 2.149
H 4.784 -5.101 1.216
H 1.259 0.591 2.780
H -0.646 1.498 -2.585
H 3.740 -2.605 -0.182
H 0.383 2.347 1.365
H 5.188 -2.569 0.865
H -1.762 -0.596 -0.893
H 4.030 -1.391 2.834
H -1.802 -5.673 1.012
H 1.447 -3.892 0.812
H 5.450 -4.558 -0.352
H 2.739 -5.938 1.299
H 2.194 -6.664 -0.232
H -2.755 8.104 -4.413
H -2.528 4.452 -3.806
H 2.916 -1.105 1.468
*
```

## Properties
frontier orbital gap = 8.562 eV
lowest unoccupied orbital energy = 0.65 eV
HOMO level = -0.29072 Ha

Löwdin atomic charge list, values in e, 6 entries:
1. S 1.079
2. O -0.042
3. O -0.067
4. O -0.153
5. O -0.129
6. O -0.126

---

*2*
ORCA calculation (wB97M-V/def2-TZVPD) on a molecular structure, C22H27N3O6S.

```
! RIJCOSX wB97M-V def2-TZVPD def2/J DEFGRID3
* xyz 0 1
S 0.874 -3.656 -0.277
O 1.525 -3.639 -1.747
O -2.305 2.849 -0.791
O 0.206 -4.850 0.177
O -0.969 1.080 -1.029
O -4.978 -0.411 -0.959
O -6.265 0.393 0.260
N -2.780 0.884 -0.010
N 1.960 -3.142 0.879
N 3.653 2.015 0.513
C 4.920 2.642 -0.186
C -0.017 -1.109 -0.893
C -1.573 -2.512 0.343
C 4.346 -2.698 -0.628
C 1.544 3.192 0.031
C -2.056 -0.411 0.051
C 1.760 -0.737 1.224
C -4.047 1.177 0.487
C -7.258 -0.102 -0.193
C 2.714 3.119 0.944
C 4.691 2.613 -1.902
C 3.277 0.590 0.588
C 3.469 -1.625 0.126
C 3.975 -0.102 -0.104
C -7.453 -1.544 0.342
C -0.951 -0.197 -0.845
C 2.368 -1.865 0.957
C -1.963 1.590 -0.630
C -0.315 -2.591 -0.439
C 2.250 0.431 1.370
C -5.160 0.298 -0.103
C -2.442 -1.385 0.664
H 1.200 2.335 -0.091
H 1.486 1.210 1.992
H -8.225 0.447 0.111
H 4.022 3.480 -1.667
H 0.951 -0.976 -1.596
H 4.775 -0.177 -0.707
H 5.334 3.304 0.351
H 5.600 2.812 -2.208
H 4.576 -3.428 0.010
H -4.152 2.327 0.687
H 3.425 4.175 0.804
H -7.632 -1.596 1.396
H -3.208 -1.817 1.330
H -6.660 -2.160 -0.161
H 3.669 -3.104 -1.622
H 4.080 1.848 -2.054
H -1.434 -3.524 0.775
H 1.790 3.695 -1.066
H -3.970 0.845 1.790
H -8.370 -1.898 -0.140
H 5.244 -2.155 -1.172
H 0.937 -1.113 2.036
H 1.579 -3.474 1.656
H 2.616 2.851 1.984
H 5.506 1.756 0.202
H 1.011 3.984 0.449
H -7.152 0.055 -1.305
*
```

## Properties
frontier orbital gap = 7.182 eV
lowest unoccupied orbital energy = -0.49 eV
HOMO level = -0.28185 Ha

Löwdin atomic charge list, values in e, 6 entries:
1. S 0.747
2. O -0.358
3. O 0.002
4. O -0.286
5. O 0.275
6. O 0.212

---

*1* is the most stable structure shown above.